Density functional theory data (wB97M-V/def2-TZVPD) for a 2-piece molecular cluster, C5H10N2O overall at a distorted geometry.

```
! RIJCOSX wB97M-V def2-TZVPD def2/J DEFGRID3
* xyz 0 1
C 0.820 -2.193 -1.066
C -0.174 -1.097 -1.292
O -1.355 -1.175 -1.027
H 0.213 -0.262 -1.906
H 0.926 -2.751 -1.999
H 0.482 -2.868 -0.283
H 1.797 -1.779 -0.825
C -0.572 1.342 0.766
N 0.112 2.534 0.757
C 0.274 0.158 1.038
C -1.875 1.183 0.507
N 1.538 0.268 0.955
H -0.301 3.299 0.250
H 1.112 2.417 0.677
H 2.060 -0.548 1.265
H -0.260 -0.698 1.465
H -2.261 0.152 0.370
H -2.536 2.018 0.347
*
```

Calculated values
Total energy (eV): -10373.29958
Energy above the lowest of the compared OMol25 structures with the same formula, charge and spin (kJ/mol): 193.5
LUMO (eV): 0.606
Frontier orbital gap (eV): 8.71

From a Mulliken analysis of the wavefunction, the atomic charges in e read: -1.06, 0.30, -0.50, 0.31, 0.36, 0.29, 0.32, 0.57, -0.51, -0.19, -0.96, -0.69, 0.21, 0.26, 0.30, 0.45, 0.22, 0.31

***

Density functional theory data (wB97M-V/def2-TZVPD) for H28O18S as an isolated structure at a distorted geometry.

```
! RIJCOSX wB97M-V def2-TZVPD def2/J DEFGRID3
* xyz -2 1
S 0.305 -0.239 -0.274
O 0.596 0.113 1.094
O 1.409 -0.921 -0.837
O -0.911 -1.001 -0.405
O 0.076 1.074 -1.033
O 3.722 0.199 -1.454
H 3.656 0.809 -0.666
H 2.898 -0.295 -1.170
O 1.549 -1.372 -3.402
H 1.107 -0.603 -3.503
H 1.614 -1.207 -2.398
O -0.744 2.116 2.420
H -0.161 2.746 2.082
H -0.210 1.368 2.067
O -2.451 2.520 1.167
H -1.709 2.555 1.867
H -2.087 2.126 0.498
O -1.804 1.833 -1.465
H -2.372 1.069 -1.751
H -0.974 1.291 -1.215
O 3.028 -2.984 -0.393
H 2.319 -2.290 -0.284
H 3.817 -2.493 -0.239
O 1.039 3.492 -0.603
H 1.821 3.078 -1.060
H 0.619 2.616 -0.307
O 2.606 0.799 2.414
H 2.299 1.384 2.989
H 1.704 0.520 2.025
O -0.828 -3.453 -1.232
H -1.578 -3.693 -0.556
H -0.800 -2.526 -1.071
O 0.645 0.991 -3.402
H 0.683 0.978 -2.400
H -0.311 1.292 -3.561
O -2.895 -1.186 -1.207
H -3.366 -0.723 -0.489
H -2.018 -1.445 -0.919
O -3.405 0.004 1.242
H -2.994 0.878 1.492
H -2.934 -0.555 1.763
O 0.342 -1.231 3.396
H 0.420 -0.647 2.558
H 1.057 -1.787 3.477
O -1.856 -1.885 1.658
H -1.182 -1.933 2.375
H -1.743 -1.383 0.712
*
```

Calculated values
Total energy (eV): -48142.46895
Energy above the lowest of the compared OMol25 structures with the same formula, charge and spin (kJ/mol): 880.6
LUMO (eV): 4.735
Frontier orbital gap (eV): 8.78

From a Mulliken analysis of the wavefunction, the atomic charges in e read: 0.06, -0.77, -0.66, -0.37, -0.18, -0.69, 0.37, 0.35, -0.83, 0.53, 0.33, -0.60, 0.40, 0.24, -0.97, 0.57, 0.40, -0.92, 0.27, 0.22, -0.69, 0.31, 0.28, -0.74, 0.36, 0.32, -0.66, 0.27, 0.53, -0.73, 0.36, 0.41, -0.84, 0.50, 0.30, -0.82, 0.46, 0.69, -0.80, 0.44, 0.33, -0.73, 0.57, 0.29, -0.80, 0.37, 0.26

***

Density functional theory data (wB97M-V/def2-TZVPD) for a 3-piece molecular cluster, C5H11NO overall.

```
! RIJCOSX wB97M-V def2-TZVPD def2/J DEFGRID3
* xyz 0 1
C -2.142 -0.371 -0.758
C -1.622 0.823 -1.017
C 1.093 0.665 0.504
C 0.541 1.351 1.712
N 1.456 -0.555 0.544
C 2.023 -1.072 -0.637
O 2.738 -0.461 -1.396
H -1.991 -1.214 -1.430
H -0.854 -2.452 0.599
H -2.727 -0.555 0.140
H -1.029 1.001 -1.912
H -1.769 1.665 -0.342
H 1.205 1.248 -0.419
H -0.124 2.179 1.449
H 0.008 0.636 2.343
H 1.373 1.760 2.297
H -0.281 -2.036 0.833
H 1.772 -2.136 -0.784
*
```

Calculated values
Total energy (eV): -8898.43501
Energy above the lowest of the compared OMol25 structures with the same formula, charge and spin (kJ/mol): 314.8
LUMO (eV): 0.356
Frontier orbital gap (eV): 10.35

From a Mulliken analysis of the wavefunction, the atomic charges in e read: -0.55, -0.49, 0.07, -0.99, -0.49, 0.18, -0.48, 0.27, 0.18, 0.26, 0.24, 0.27, 0.49, 0.28, 0.27, 0.32, -0.18, 0.35

***

Density functional theory data (wB97M-V/def2-TZVPD) for a 2-piece molecular cluster, C2H9N2 overall at a distorted geometry.

```
! RIJCOSX wB97M-V def2-TZVPD def2/J DEFGRID3
* xyz 1 1
N 3.492 0.072 -0.008
C -2.205 0.778 -0.104
C -1.346 -0.443 0.189
N -0.146 -0.447 -0.412
H -1.925 1.578 0.577
H 3.329 0.129 -1.001
H 2.780 0.514 0.550
H -1.896 1.170 -1.075
H -3.271 0.612 -0.121
H -1.119 -0.484 1.286
H -1.899 -1.393 -0.071
H 3.750 -0.852 0.298
H 0.456 -1.233 -0.108
*
```

Calculated values
Total energy (eV): -5188.29875
Energy above the lowest of the compared OMol25 structures with the same formula, charge and spin (kJ/mol): 545.6
LUMO (eV): -9.460
Frontier orbital gap (eV): 4.10

From a Mulliken analysis of the wavefunction, the atomic charges in e read: -0.58, -1.05, -0.10, -0.11, 0.32, 0.25, 0.19, 0.34, 0.34, 0.37, 0.42, 0.25, 0.35

***

Density functional theory data (wB97M-V/def2-TZVPD) for C18H21CoN4O3 as an isolated structure at a distorted geometry.

```
! RIJCOSX wB97M-V def2-TZVPD def2/J DEFGRID3
* xyz 1 2
Co -0.645 0.353 -0.504
O 3.462 -0.864 -0.033
C 3.980 0.385 0.093
C 5.359 0.504 0.219
C 5.948 1.748 0.326
C 5.167 2.900 0.308
C 3.797 2.796 0.201
C 3.176 1.546 0.101
C 1.717 1.468 0.033
O 1.148 0.265 -0.120
N 0.978 2.527 0.144
N -0.346 2.250 -0.048
C -1.257 2.992 0.471
C -2.667 2.728 0.348
C -3.584 3.631 0.906
C -4.939 3.391 0.885
C -5.427 2.231 0.285
C -4.552 1.318 -0.267
C -3.169 1.533 -0.243
O -2.370 0.610 -0.753
H 2.490 -0.730 -0.093
H 5.945 -0.406 0.229
H 7.023 1.822 0.424
H 5.635 3.872 0.380
H 3.169 3.676 0.195
H -0.937 3.855 1.052
H -3.212 4.539 1.367
H -5.621 4.096 1.340
H -6.492 2.043 0.258
H -4.905 0.409 -0.737
N -0.184 -4.644 -0.391
C -0.758 -4.007 -1.625
C -0.390 -2.525 -1.622
N -0.854 -1.851 -0.410
C -0.319 -2.486 0.791
C -0.679 -3.969 0.856
H 0.834 -4.556 -0.425
H -0.406 -5.639 -0.369
H -1.839 -4.139 -1.597
H -0.361 -4.509 -2.506
H -0.821 -2.043 -2.498
H 0.697 -2.410 -1.682
H -1.872 -1.820 -0.383
H -0.704 -1.981 1.675
H 0.768 -2.361 0.792
H -1.759 -4.106 0.903
H -0.223 -4.443 1.723
*
```

Calculated values
Total energy (eV): -68730.62408
Energy above the lowest of the compared OMol25 structures with the same formula, charge and spin (kJ/mol): 55.9
LUMO (spin up / spin down) (eV): -3.549 / -3.543
<S²>: 0.855
Frontier orbital gap (spin up / spin down) (eV): 6.44 / 6.47

From a Mulliken analysis of the wavefunction, the atomic charges in e read: 0.50, -0.76, 0.20, -0.61, -0.31, -0.74, -0.45, 0.17, 1.05, -0.90, -0.60, -0.03, -0.04, 0.46, -0.73, -0.64, -0.50, -0.50, 0.75, -0.86, 0.54, 0.40, 0.39, 0.40, 0.45, 0.44, 0.35, 0.41, 0.38, 0.40, -0.11, -0.71, -0.68, -0.02, -0.62, -0.77, 0.39, 0.35, 0.36, 0.43, 0.47, 0.27, 0.50, 0.54, 0.17, 0.37, 0.43

***

Density functional theory data (wB97M-V/def2-TZVPD) for an isolated molecule of C4H6N2 at a distorted geometry.

```
! RIJCOSX wB97M-V def2-TZVPD def2/J DEFGRID3
* xyz 0 1
C 1.053 1.354 0.136
C 0.299 -1.091 -0.177
C -0.863 -1.692 -0.178
C -1.245 0.359 0.113
H 1.918 1.203 1.020
H 1.860 1.568 -0.537
H 0.580 2.141 -0.211
H 1.458 -1.650 0.032
H -1.649 -2.710 -0.400
H -1.707 1.132 0.199
N 0.110 0.209 0.065
N -1.814 -0.821 -0.062
*
```

Calculated values
Total energy (eV): -7220.46482
Energy above the lowest of the compared OMol25 structures with the same formula, charge and spin (kJ/mol): 494.6
LUMO (eV): 0.755
Frontier orbital gap (eV): 9.60

From a Mulliken analysis of the wavefunction, the atomic charges in e read: -0.92, -0.33, -0.12, -0.31, 0.27, 0.36, 0.42, 0.19, 0.27, 0.59, 0.14, -0.58